Formula: C12H23NO4S
Source: the Open Molecules 2025 dataset
Level of theory: wB97M-V/def2-TZVPD

The geometry in XYZ format:
```
41
Properties=species:S:1:pos:R:3:forces:R:3
O 1.021880 0.939238 -2.062290 2.0 -4.6 0.1
S 1.222640 -0.363062 -1.346610 0.8 -0.1 1.9
O 0.335940 -1.549232 -1.481560 6.8 1.3 1.3
C 2.975390 -1.003702 -1.445060 -0.1 0.1 0.3
C 3.612210 -0.661802 -0.096160 0.0 1.1 0.7
C 2.476190 -0.673872 0.993310 0.2 -1.3 -0.4
C 1.222370 0.078078 0.482340 2.3 -0.2 -0.7
H 3.453230 -0.659042 -2.362110 0.0 0.4 0.2
H 3.009330 -2.093032 -1.462490 -0.9 0.0 -0.4
H 4.393880 -1.389102 0.123260 -0.2 -0.2 0.1
H 4.163760 0.278258 -0.083220 -0.3 0.3 -0.2
H 2.779940 -0.479652 2.021960 0.2 1.1 -0.3
H 2.306270 -1.738052 1.156800 -0.8 -0.3 -0.5
H 1.349090 1.147828 0.648740 0.1 0.0 -0.6
H 0.247090 -0.197462 0.883590 2.4 0.1 0.2
C -1.330840 -1.352262 0.575780 -0.5 -1.0 -0.9
C -2.078560 -1.867132 -0.634320 -0.9 -1.2 -0.3
C -1.747160 -1.512212 -2.035070 -1.2 1.7 -1.9
O -3.012350 -2.643672 -0.499740 0.2 0.2 0.8
H -0.668500 -2.101202 1.009910 -0.2 -0.4 0.0
H -2.108720 -1.076072 1.287630 1.4 -1.7 -1.5
H -0.682850 -0.515952 0.313480 -2.5 -1.4 -0.2
H -1.588540 -2.411122 -2.630790 -0.3 -0.1 0.1
H -0.801720 -0.973052 -2.094510 -3.3 0.4 -1.2
H -2.517650 -0.903662 -2.508500 -0.7 -0.4 0.2
C -2.317680 -0.033362 2.695550 1.6 1.4 1.2
C -0.918430 0.653568 2.513820 -0.8 -1.3 1.8
C -0.928080 1.999438 1.859890 0.3 0.0 1.5
O 0.067650 0.040088 2.927150 -0.9 1.4 -0.4
H -2.707280 -0.063042 1.677980 -1.5 1.2 1.3
H -2.836250 0.497378 3.493980 -0.5 0.3 -0.4
H -2.093470 -1.026622 3.084480 -0.3 0.0 -0.2
H -1.738110 2.619648 2.243660 0.0 0.0 0.4
H -1.211630 1.829258 0.821270 0.4 0.5 1.0
H 0.043080 2.469738 2.014150 -0.1 0.2 -0.3
C -0.346110 2.712128 -2.353600 -1.5 2.2 0.1
C -0.912770 1.794978 -1.360100 -0.1 0.7 -0.9
N -1.322470 1.107338 -0.536370 -1.0 0.4 -2.4
H 0.728780 2.830848 -2.217200 -0.6 0.0 -0.5
H -0.801740 3.697448 -2.255360 -0.1 0.4 1.0
H -0.737800 2.592138 -3.363690 0.7 -1.2 -0.1
```
Forces are in eV/Å.

Output
HOMO-LUMO gap, eV: 8.770
Highest occupied orbital energy, eV: -8.41
SMILES: O=S1(=O)CCCC1.CC(C)=O.CC(C)=O.CC#N
2S+1: 1
E, eV: -33324.256
Energy above the lowest of the compared OMol25 structures with the same formula, charge and spin, eV: 5.3277

Calculated atomic charges, method natural (NBO), unit e:
1 O -0.957
2 S 2.060
3 O -0.909
4 C -0.611
5 C -0.408
6 C -0.427
7 C -0.626
8 H 0.249
9 H 0.249
10 H 0.225
11 H 0.209
12 H 0.252
13 H 0.213
14 H 0.236
15 H 0.289
16 C -0.731
17 C 0.612
18 C -0.746
19 O -0.573
20 H 0.230
21 H 0.234
22 H 0.216
23 H 0.229
24 H 0.251
25 H 0.211
26 C -0.727
27 C 0.645
28 C -0.780
29 O -0.597
30 H 0.234
31 H 0.231
32 H 0.235
33 H 0.237
34 H 0.287
35 H 0.220
36 C -0.722
37 C 0.451
38 N -0.481
39 H 0.283
40 H 0.238
41 H 0.268